(1)
Here is a structure of composition C29H44N3O5PrS3Si at a distorted geometry from the Open Molecules 2025 dataset. Energies are from the ωB97M-V functional and the def2-TZVPD basis.

Last column: Mulliken spin population.
Element x y z (Å)
Pr: -0.583 -0.504 -0.307  2.01
O: -2.871 -0.837 -0.167  -0.01
C: -3.390 -1.273 -1.296  0.00
O: -3.788 -0.624 -2.276  0.00
C: -3.542 -2.805 -1.378  0.00
C: -3.220 -3.491 -0.060  0.00
C: -3.656 -4.937 -0.095  0.00
C: -2.707 -5.504 -1.186  0.00
C: -1.727 -4.334 -1.484  0.00
O: -1.672 -3.588 -0.201  0.00
C: -2.510 -3.389 -2.393  0.00
C: -1.490 -2.402 -3.032  0.00
O: -1.473 -2.361 -4.249  0.00
O: -0.597 -1.902 -2.234  0.00
H: -4.530 -3.018 -1.824  0.00
H: -3.521 -2.919 0.844  0.00
H: -3.490 -5.462 0.867  0.00
H: -4.728 -5.052 -0.423  0.00
H: -2.164 -6.433 -0.963  0.00
H: -3.314 -5.755 -2.084  0.00
H: -0.728 -4.647 -1.848  0.00
H: -2.990 -3.965 -3.163  0.00
C: 4.456 -1.693 -0.545  0.00
C: 3.123 -2.249 -1.139  0.00
S: 1.718 -2.599 -0.047  0.00
C: 2.505 -3.109 1.514  0.00
C: 2.822 -2.018 2.538  0.00
S: 2.600 -0.328 1.976  0.00
C: 4.192 0.513 2.365  0.00
C: 5.271 0.299 1.240  0.00
S: 4.545 0.116 -0.393  0.00
H: 5.323 -1.960 -1.184  0.00
H: 4.704 -2.165 0.451  0.00
H: 3.320 -3.166 -1.693  0.00
H: 2.760 -1.515 -1.889  0.00
H: 3.416 -3.665 1.170  0.00
H: 1.821 -3.859 1.904  0.00
H: 3.800 -2.121 2.981  0.00
H: 2.098 -2.135 3.372  0.00
H: 4.638 0.235 3.317  0.00
H: 3.948 1.586 2.499  0.00
H: 5.920 -0.574 1.445  0.00
H: 5.829 1.172 1.072  0.00
C: -0.417 3.425 1.650  0.00
Si: -1.826 2.165 1.653  0.00
C: -3.185 2.577 2.899  0.00
C: -2.592 2.359 -0.064  0.00
N: -1.043 0.647 1.978  0.00
C: -1.402 -0.075 3.090  0.00
C: -1.663 -1.487 2.993  0.00
C: -2.350 -2.114 4.024  0.00
C: -2.606 -1.437 5.232  0.00
C: -2.183 -0.121 5.415  0.00
C: -1.449 0.515 4.421  0.00
H: -0.859 4.417 1.717  0.00
H: 0.183 3.378 0.725  0.00
H: 0.238 3.357 2.556  0.00
H: -3.924 3.157 2.276  0.00
H: -2.786 3.186 3.708  0.00
H: -3.717 1.710 3.348  0.00
H: -2.810 3.404 -0.270  0.00
H: -3.451 1.706 -0.244  0.00
H: -1.900 2.059 -0.873  0.00
H: -1.408 -1.976 2.073  0.00
H: -2.690 -3.111 3.955  0.00
H: -3.185 -1.871 6.004  0.00
H: -2.476 0.379 6.343  0.00
H: -1.072 1.567 4.531  0.00
N: 0.051 1.552 -1.628  0.00
C: 0.574 2.375 -2.338  0.00
N: 1.278 3.126 -3.113  0.00
C: 0.778 3.708 -4.401  0.00
C: 0.918 5.231 -4.404  0.00
C: 1.827 5.768 -3.297  0.00
C: 3.056 4.870 -2.980  0.00
C: 2.701 3.437 -2.715  0.00
H: -0.256 3.339 -4.474  0.00
H: 1.383 3.231 -5.190  0.00
H: -0.032 5.776 -4.392  0.00
H: 1.351 5.513 -5.401  0.00
H: 1.181 5.967 -2.396  0.00
H: 2.231 6.720 -3.606  0.00
H: 3.580 5.273 -2.099  0.00
H: 3.753 4.921 -3.816  0.00
H: 2.758 3.152 -1.662  0.00
H: 3.323 2.663 -3.226  0.00

Summary:
E_tot in a.u.: -3673.0444
Charge: 0
Frontier orbital gap (alpha / beta) in eV: 6.5 / 6.5
2S+1: 3
Energy relative to the best compared isomer or geometry (same formula, charge and spin) in eV: 0.0600
Largest force on an atom in eV/Å: 4.8

---

(2)
Here is a cluster of 5 separate species, C19H49N2O7S4 in total at a distorted geometry from the Open Molecules 2025 dataset. Energies are from the ωB97M-V functional and the def2-TZVPD basis.

Last column: Löwdin charge in e.
Element x y z (Å)
C: -1.115 -3.795 3.142  -0.04
O: -1.373 -3.186 1.849  -0.14
C: -1.625 -1.836 1.936  -0.20
N: -1.249 -1.147 0.648  -0.04
C: -2.333 -1.447 -0.352  -0.10
C: -1.852 -2.141 -1.649  -0.14
C: -0.823 -3.285 -1.462  -0.18
C: 0.354 -3.218 -2.476  -0.19
C: 1.058 -1.853 -2.578  -0.27
N: 1.690 -1.403 -1.318  0.02
C: -1.180 0.316 0.996  -0.11
C: 0.300 0.726 1.260  -0.14
C: 0.483 1.698 2.484  -0.06
C: 1.389 2.814 1.945  -0.56
O: 2.533 2.796 2.031  0.19
O: 0.756 3.848 1.292  0.09
H: -1.186 -3.096 3.982  0.09
H: -1.822 -4.617 3.254  0.07
H: -0.098 -4.209 3.122  0.10
H: -1.051 -1.336 2.734  0.14
H: -2.692 -1.660 2.154  0.16
H: -0.305 -1.405 0.341  0.13
H: -2.807 -0.503 -0.653  0.12
H: -3.140 -2.053 0.071  0.13
H: -2.750 -2.596 -2.092  0.12
H: -1.535 -1.386 -2.380  0.10
H: -0.372 -3.307 -0.457  0.08
H: -1.314 -4.256 -1.592  0.12
H: -0.020 -3.495 -3.473  0.12
H: 1.125 -3.962 -2.223  0.12
H: 0.415 -1.051 -2.967  0.09
H: 1.859 -1.957 -3.327  0.10
H: 1.319 -0.507 -1.013  0.04
H: 1.513 -2.060 -0.559  0.06
H: -1.505 0.959 0.161  0.11
H: -1.800 0.555 1.867  0.13
H: 0.661 1.219 0.346  0.11
H: 0.942 -0.144 1.458  0.12
H: -0.461 2.076 2.885  0.12
H: 1.082 1.170 3.232  0.13
H: 0.098 3.441 0.703  0.11
C: -4.906 -4.419 6.391  -0.27
S: -3.618 -5.670 6.274  0.83
O: -2.554 -5.129 5.377  -0.57
C: -4.580 -6.846 5.313  -0.27
H: -4.501 -3.563 6.929  0.05
H: -5.214 -4.110 5.391  0.06
H: -5.756 -4.824 6.940  0.06
H: -4.908 -6.383 4.382  0.06
H: -5.440 -7.174 5.896  0.06
H: -3.946 -7.702 5.090  0.05
C: 2.564 2.967 -2.969  -0.27
S: 2.419 1.909 -4.418  0.83
O: 1.086 1.234 -4.349  -0.61
C: 3.652 0.710 -3.893  -0.26
H: 1.842 3.777 -3.067  0.04
H: 2.348 2.391 -2.067  0.05
H: 3.571 3.384 -2.915  0.01
H: 3.367 0.280 -2.931  0.04
H: 4.624 1.199 -3.814  0.06
H: 3.702 -0.077 -4.644  0.05
C: -3.137 2.485 -4.286  -0.25
S: -1.660 2.329 -3.273  0.83
O: -2.058 1.660 -1.991  -0.58
C: -1.489 4.087 -2.927  -0.25
H: -3.450 1.486 -4.585  0.05
H: -3.934 2.961 -3.714  0.06
H: -2.904 3.073 -5.173  0.06
H: -2.392 4.461 -2.443  0.06
H: -1.311 4.622 -3.860  0.06
H: -0.637 4.223 -2.263  0.04
C: 6.940 5.296 -0.382  -0.26
S: 5.540 4.168 -0.341  0.83
O: 5.116 3.932 -1.752  -0.57
C: 4.374 5.334 0.376  -0.26
H: 7.782 4.778 -0.838  0.05
H: 6.689 6.176 -0.976  0.06
H: 7.200 5.588 0.635  0.06
H: 4.288 6.212 -0.266  0.06
H: 4.716 5.625 1.370  0.06
H: 3.406 4.843 0.456  0.02

Summary:
E_tot in a.u.: -2981.8948
Charge: +1
Frontier orbital gap in eV: 8.6
Largest force on an atom in eV/Å: 4.6

---

(3)
Here is a structure of composition C22H37IrN4OS2SbSe4 from the Open Molecules 2025 dataset. Energies are from the ωB97M-V functional and the def2-TZVPD basis.

Last column: Mulliken spin population.
Element x y z (Å)
Ir: -0.431 0.542 2.428  0.10
Se: -4.265 3.565 0.162  -0.01
Sb: -2.614 3.640 1.922  0.00
Se: -2.459 1.220 3.579  0.86
Se: -0.324 2.734 1.353  0.01
Se: -2.294 5.818 2.763  -0.01
N: 0.684 1.358 4.008  0.02
C: 1.807 0.548 4.526  0.00
C: 1.345 -0.773 5.125  0.00
C: 0.878 -1.774 4.075  0.00
N: -0.418 -1.338 3.521  0.01
H: 1.034 2.239 3.625  0.00
H: 0.042 1.604 4.757  -0.01
H: 2.354 1.124 5.274  0.00
H: 2.471 0.360 3.684  0.00
H: 0.536 -0.598 5.845  0.00
H: 2.178 -1.201 5.684  0.00
H: 0.790 -2.773 4.507  0.00
H: 1.596 -1.817 3.255  0.00
H: -1.105 -1.237 4.265  0.00
H: -0.800 -2.040 2.891  0.00
C: 5.632 -0.344 -4.328  0.00
C: 7.078 -0.443 -3.922  0.00
O: 7.980 -0.547 -4.707  0.00
S: 7.526 -0.356 -2.183  0.00
C: 5.981 -0.226 -1.321  0.00
C: 5.483 1.023 -0.965  0.00
C: 4.306 1.126 -0.243  0.00
C: 3.605 -0.020 0.142  -0.01
C: 4.110 -1.271 -0.223  0.00
C: 5.289 -1.372 -0.940  0.00
C: 2.384 0.095 0.888  0.00
C: 1.337 0.182 1.497  0.00
H: 5.524 -0.807 -5.306  0.00
H: 5.373 0.714 -4.413  0.00
H: 4.958 -0.800 -3.609  0.00
H: 6.020 1.915 -1.263  0.00
H: 3.915 2.097 0.031  0.00
H: 3.570 -2.162 0.069  0.00
H: 5.676 -2.345 -1.218  0.00
C: -1.285 1.275 -4.646  0.00
C: -1.460 0.033 -3.776  0.00
C: -0.465 -0.040 -2.618  0.00
C: -0.664 1.029 -1.546  0.00
N: -2.021 1.036 -1.000  0.00
C: -2.481 0.240 -0.052  -0.01
S: -1.418 -0.878 0.763  0.02
N: -3.762 0.314 0.274  0.00
C: -4.462 -0.504 1.255  0.01
C: -4.847 -1.892 0.748  0.02
C: -5.942 -1.914 -0.321  0.00
C: -5.491 -1.448 -1.706  0.00
H: -1.982 1.271 -5.484  0.00
H: -0.273 1.323 -5.054  0.00
H: -1.459 2.195 -4.083  0.00
H: -1.343 -0.859 -4.394  0.00
H: -2.479 0.005 -3.379  0.00
H: 0.554 0.075 -3.001  0.00
H: -0.524 -1.020 -2.141  0.00
H: -0.495 2.026 -1.950  0.00
H: 0.042 0.879 -0.733  0.00
H: -2.662 1.743 -1.340  0.00
H: -4.279 1.089 -0.132  0.00
H: -5.357 0.055 1.535  0.00
H: -3.838 -0.601 2.143  0.01
H: -5.185 -2.463 1.618  0.00
H: -3.951 -2.387 0.366  0.00
H: -6.787 -1.303 0.016  0.00
H: -6.311 -2.939 -0.402  0.00
H: -5.336 -0.370 -1.750  0.00
H: -6.238 -1.700 -2.460  0.00
H: -4.553 -1.931 -1.991  0.00

Summary:
E_tot in a.u.: -11901.5313
Charge: 0
Frontier orbital gap (alpha / beta) in eV: 6.3 / 5.1
2S+1: 2
Energy relative to the best compared isomer or geometry (same formula, charge and spin) in eV: 0.0000
Largest force on an atom in eV/Å: 0.9